An isolated molecule of C8H9NO at a distorted geometry, computed with ωB97M-V/def2-TZVPD.

Calculated values
SMILES string   CC(=O)c1ccccc1N
E   -11975.98780 eV
M   135.2 g mol⁻¹
F_max   0.302 Eh/bohr
Spin multiplicity   1
Energy relative to the best compared isomer or geometry (same formula, charge and spin)   89.0 kcal per mole
HOMO-LUMO gap   8.77 eV

Geometry as XYZ:
```
19
C8H9NO, DFT ωB97M-V/def2-TZVPD
O -0.0798 -2.6146 -0.1575
H -0.7205 -1.7923 1.6104
H -1.2218 3.2670 0.8260
H -0.0517 2.8846 -1.7281
C -0.4215 2.0543 -0.8220
C 1.7589 -1.6689 -1.1859
C -0.9968 2.3241 0.4554
H 0.6435 0.4666 -2.1351
H 1.7867 -1.4706 -2.2300
H 2.2542 -2.7283 -1.1719
H -1.5121 1.6162 2.1798
C -0.1015 -0.2439 -0.1838
N -0.8972 -0.9957 1.9646
H -1.5466 -0.8723 2.4547
C -1.1597 1.2547 1.3608
H 2.3916 -0.7136 -0.7588
C 0.4897 -1.5614 -0.4266
C 0.1126 0.7730 -1.0781
C -0.7278 0.0212 1.0262
```



A structure of composition C18H20N3PtS2, computed with ωB97M-V/def2-TZVPD.

Calculated values
E   -48367.51682 eV
M   537.6 g mol⁻¹
F_max   0.011 Eh/bohr
Total charge   +1
Spin multiplicity   5
HOMO-LUMO gap (alpha / beta)   7.29 / 5.15 eV

Geometry as XYZ:
```
44
C18H20N3PtS2, DFT ωB97M-V/def2-TZVPD
H -0.0398 -0.9738 -3.1467
H -6.5337 1.3321 0.3717
C 2.1976 -0.3405 -1.4892
C -3.7699 -0.5235 0.9100
H -3.4150 -1.5299 1.0848
H 1.6409 0.3165 -2.1426
Pt -0.8031 0.2244 1.0757
C 1.5841 -1.4671 -0.9305
C 0.0894 -1.7642 -1.1332
C -2.1399 2.6806 0.5955
C -3.1833 1.7436 0.6296
H -1.1767 -3.4273 -1.7106
H 3.1992 2.9591 3.1807
H -2.2811 3.7479 0.5171
H -0.5123 0.2013 -1.9120
H -1.5931 -1.1275 -2.3211
H 0.2694 -3.9341 -0.8404
S 2.8173 3.2641 0.8097
H 4.2611 -2.6642 0.7787
C 3.5432 -0.0603 -1.2462
C -5.4892 1.0882 0.5080
C -0.1147 -3.2249 -1.5712
C 3.7135 2.6731 2.2670
C 3.6870 -2.0061 0.1399
C -0.5462 -0.8542 -2.1881
C -5.1027 -0.2399 0.7397
H -0.5796 -2.3517 0.9585
S 1.4113 0.6259 1.2412
C -0.5914 -1.5712 0.1900
N -2.8276 0.4310 0.8705
C 1.3242 2.3586 0.9585
H 3.8699 1.5975 2.2268
H 4.6840 3.1644 2.2320
N 0.1866 2.9599 0.7830
C 2.3530 -2.2899 -0.1088
H 3.9950 0.8109 -1.7014
H -4.8100 3.1052 0.2665
H -5.8276 -1.0380 0.7895
H 0.3978 -3.4031 -2.5172
H 1.9102 -3.1632 0.3518
H 5.3332 -0.6773 -0.2429
N -0.8787 2.1630 0.7056
C 4.2895 -0.8899 -0.4304
C -4.5414 2.0749 0.4504
```



A structure of composition C5H36NO14 at a distorted geometry, computed with ωB97M-V/def2-TZVPD.

Calculated values
E   -35925.56662 eV
M   334.3 g mol⁻¹
F_max   0.060 Eh/bohr
Total charge   -1
Spin multiplicity   1
Energy relative to the best compared isomer or geometry (same formula, charge and spin)   70.7 kcal per mole
HOMO-LUMO gap   9.63 eV

Geometry as XYZ:
```
56
C5H36NO14, DFT ωB97M-V/def2-TZVPD
O -2.8393 -1.0974 -0.0979
H 3.1651 -2.7548 -0.9816
H -0.3897 2.7012 2.5279
H 1.6179 -2.6744 -1.8083
O -2.4636 -3.6182 -0.9590
H -0.6675 -1.3179 4.6342
H -0.5634 -0.0961 2.3875
C 1.4896 0.3237 -1.5370
H 1.5255 0.4248 3.4170
H -3.0253 -2.9227 -0.5450
H 0.0713 4.0397 0.0151
C 2.4828 -2.0826 -1.5076
H 2.5604 1.0151 -3.3136
H -3.1064 3.5237 0.4179
H 2.8655 -0.5317 -0.0609
O -0.3564 -2.3649 -2.6283
C 1.4327 -1.9971 1.5509
H 0.1776 -1.3042 -2.7210
H -1.4362 -0.2044 -2.3775
H -1.5899 0.7061 3.2519
H -2.3159 -0.6139 -0.7531
H -3.2356 1.0371 0.0311
H 0.5771 0.5366 -3.7327
O 0.6361 4.3149 -0.7071
H 0.1581 4.2376 -1.5351
O 0.9854 -1.1316 2.4832
O -2.6962 4.1783 0.9953
H 0.3828 -2.0561 -0.2179
H 3.0087 -1.8146 -2.4289
H 0.3440 -0.5239 0.4040
O -0.0884 2.8740 3.3999
H -2.3745 -1.2805 0.7237
H -1.8338 -3.0543 -1.4354
H -1.9690 3.7173 1.4135
N 0.9493 -1.3097 0.1895
H 0.4348 2.1343 3.8197
H -0.6913 -2.6793 -3.4719
H -2.7648 0.8478 1.5285
H 0.8398 -2.9234 1.5550
O 1.6408 1.1156 4.0903
O -1.5101 -0.0060 2.6142
C 2.4892 1.2068 -2.2308
H 1.2986 0.7127 4.8935
H 0.6957 -1.3936 4.1369
H -2.8658 -0.3410 -2.7465
C 2.0541 -0.8641 -0.7171
H 2.5228 -2.1024 1.5622
H 3.5400 0.8553 -2.2251
H 2.5546 2.2501 -1.9554
O 0.4562 0.5061 -4.7468
O 0.4452 -0.1821 -2.3264
H 0.9547 0.9120 -0.7785
O -2.2746 0.3056 -2.3429
O -3.0549 1.4833 0.8540
H -0.4412 0.2636 -4.9041
O 0.1971 -0.9800 4.8963
```



A cluster of 9 separate species, C17H52B4N16O14 in total at a distorted geometry, computed with ωB97M-V/def2-TZVPD.

Calculated values
SMILES string   CCB(O)B1OBOB(CCCCCOC(C)=O)O1.NC(N)=O.NC(N)=O.NC(N)=O.NC(N)=O.NC(N)=O.NC(N)=O.NC(N)=O.NC(N)=O
E   -73693.38904 eV
M   747.9 g mol⁻¹
F_max   0.167 Eh/bohr
Spin multiplicity   1
HOMO-LUMO gap   8.62 eV

Geometry as XYZ:
```
103
C17H52B4N16O14, DFT ωB97M-V/def2-TZVPD
H -2.4717 3.7959 6.2389
H -7.0570 6.7273 3.2047
H -1.3666 7.5795 -3.3183
H 3.1014 -3.2727 1.3817
H 4.9524 -3.9567 -0.0306
H 1.9257 1.6662 -1.8834
N -0.1406 7.8707 -0.4000
H 1.5254 -0.9016 0.0888
N -7.4123 -0.6036 7.0700
H -8.2615 -0.6747 7.6047
H 1.3350 0.1240 -3.6463
C 2.2013 -0.1626 -0.5502
H -3.8250 0.7971 5.0378
O -1.7603 -2.5400 1.8224
C -2.3146 -0.3089 0.2411
N 0.9637 4.5673 -4.5310
C 3.8284 -1.4587 2.5591
H -3.8532 -0.2413 1.9760
H -1.3673 -5.4344 -4.2373
O -5.4718 0.4319 6.5821
B -0.9873 -2.5751 -0.8108
H -6.2299 6.1764 1.7777
C 2.7127 0.6513 2.0258
H 0.8742 -3.2537 -5.8143
N 5.4859 -8.3944 -4.6150
C -6.4959 0.3658 7.2433
H -3.0985 -0.4540 -0.6394
N -1.0609 -5.6894 -5.1610
H 1.1855 4.8694 -5.4646
O 0.2870 6.3243 -1.9817
C 1.2300 0.7996 -1.4547
N -1.2058 7.9604 -2.3950
B 0.1670 -1.5127 -2.5533
O 3.6220 -0.0538 2.9436
H 1.6191 -2.1344 1.9590
C 0.4712 3.3514 -4.2334
N 6.1588 -6.3732 -3.8502
H 5.1167 -9.3189 -4.4349
O 1.1344 -2.6430 -2.7811
C -2.9454 0.3874 1.5856
H 6.2636 -2.0675 -0.1678
H -4.5065 4.6613 1.9823
H 6.3805 -6.0712 -4.7839
C 5.6662 -7.5892 -3.5526
H 1.1145 5.2045 -3.7598
H 0.4247 1.3451 -0.7897
O 0.2093 3.0066 -3.0918
N -6.3397 6.1559 2.7776
H 2.9090 -0.7604 -1.3027
O 6.4741 -3.8099 -2.8084
H 0.5006 2.8122 -6.2431
N -2.1883 3.5077 5.3176
H -1.5414 4.0874 4.7990
H -4.0556 4.0886 3.5611
O 0.1544 -5.2876 -7.0151
H 2.4783 -3.3089 3.1603
H -0.0783 1.6216 -5.1156
C 2.6671 -2.5713 2.2420
H -1.3998 0.3262 -0.1691
N -6.7997 1.2564 8.2047
H -3.3139 1.4727 1.2734
O -0.1303 -3.7760 -0.7620
N 6.5471 -2.3557 -1.0891
B 1.0908 -3.4640 -1.5327
O -5.7349 5.3976 4.8112
H -7.6380 1.2186 8.7597
N 5.2588 -4.2117 -0.9544
H 4.2905 0.2901 0.2746
H -7.2223 -1.2947 6.3560
H 3.1642 1.8040 0.0831
N -4.6466 4.6674 2.9786
C 0.5472 0.0741 -2.7565
H -2.1524 0.4967 2.4433
O 5.1111 -1.8938 2.5054
H 4.9103 -5.0663 -1.3688
H -0.0561 -3.5452 -4.3745
H -3.7829 1.9067 6.3761
C 6.1162 -3.4802 -1.6887
C -0.3148 7.3215 -1.6155
H -0.6269 8.6915 -0.0806
O -1.2168 -1.9616 -2.1634
H 5.6956 -8.1284 -5.5624
B -1.6860 -1.8385 0.5186
H 6.3095 -5.7360 -3.0791
H -1.4094 -6.5440 -5.5755
H 1.5841 0.2912 2.1592
N 0.2274 -3.8334 -5.2957
C -5.5834 5.4064 3.5997
O 5.4043 -7.9340 -2.4111
H 0.5217 7.4206 0.2182
H -0.3852 0.7092 -3.1367
C 3.1982 0.6699 0.4538
H -6.1362 2.0027 8.3675
N 0.2909 2.5462 -5.2958
N -3.4765 1.6517 5.4523
H 2.1249 -3.8594 -1.0880
O -2.2612 2.0535 3.5983
H 2.7052 1.7901 2.3807
H -1.7111 8.7827 -2.1112
H 7.1939 -1.7760 -1.6077
C -0.2035 -4.9579 -5.8953
H -0.8899 -2.4867 2.3160
C -2.6191 2.3832 4.7180
```